{"formula": "C24H43BF2N6O16P", "method": "ωB97M-V/def2-TZVPD", "lumo_energy_ev": -5.927, "e_homo_ev": -11.5, "orbital_gap_ha": 0.2050, "total_charge": 1, "elements": ["C", "C", "O", "N", "C", "C", "C", "C", "N", "N", "C", "B", "N", "O", "C", "C", "N", "C", "O", "F", "C", "O", "F", "C", "P", "N", "H", "H", "H", "H", "H", "H", "H", "H", "H", "H", "H", "H", "H", "H", "H", "H", "H", "H", "H", "C", "O", "C", "O", "O", "C", "H", "H", "H", "H", "H", "H", "C", "O", "C", "O", "O", "C", "H", "H", "H", "H", "H", "H", "C", "O", "C", "O", "O", "C", "H", "H", "H", "H", "H", "H", "C", "O", "C", "O", "O", "C", "H", "H", "H", "H", "H", "H"], "positions_angstrom": [[-5.016813, 3.069540, 1.506362], [-5.709646, 1.773234, 2.095386], [-6.807541, 1.824445, 2.592500], [-5.007594, 0.509091, 2.000155], [-4.600009, -0.009093, 3.321905], [-3.641856, -1.255175, 3.097433], [-2.153705, -1.009460, 3.602249], [-1.173184, -1.901691, 2.723680], [0.172489, -1.243243, 2.602426], [1.133445, -1.719819, 3.368182], [2.339353, -1.127073, 3.264171], [3.484356, -1.727977, 4.279352], [4.144908, -0.943182, 5.335421], [3.796785, -3.066142, 4.036689], [2.803260, -0.029335, 2.387321], [1.693423, 0.495702, 1.521838], [1.890360, 1.571000, 0.574353], [3.137454, 2.283700, 0.794788], [4.086349, 2.082814, 0.124475], [3.260742, 3.248767, 1.753449], [1.894707, 1.109935, -0.802441], [1.870555, 1.842693, -1.712262], [1.876255, -0.247242, -1.106527], [0.423824, -0.199682, 1.755666], [-1.054580, 0.451112, 0.739922], [-1.680463, 1.707889, 1.481163], [-4.775863, 3.716126, 2.388873], [-4.072861, 2.839887, 0.947535], [-5.696172, 3.603413, 0.792289], [-4.200450, 0.676848, 1.389915], [-5.493462, -0.369970, 3.898520], [-4.048966, 0.755311, 3.952465], [-3.571242, -1.432602, 1.983032], [-4.020306, -2.157860, 3.646894], [-1.840152, 0.067789, 3.561030], [-2.074514, -1.364928, 4.668944], [-0.995912, -2.847947, 3.311766], [-1.581937, -2.227338, 1.737182], [3.467199, -0.343557, 5.819609], [4.900627, -0.354159, 4.974505], [4.382921, -3.393825, 4.746880], [3.833587, 0.396344, 2.366550], [-2.045517, -0.549168, 0.536324], [-0.603184, 0.833023, -0.573862], [-1.158459, 1.856373, 2.350177], [4.239720, -3.405858, 0.734453], [5.525251, -3.695245, 0.197201], [5.840296, -5.000802, 0.205696], [5.141933, -5.890616, 0.616597], [7.059618, -5.135031, -0.319838], [7.530354, -6.483502, -0.375788], [4.091399, -2.326000, 0.677161], [3.458225, -3.893160, 0.148388], [4.182127, -3.708234, 1.779711], [6.880221, -7.092205, -1.004892], [7.603537, -6.907399, 0.626294], [8.524508, -6.466694, -0.818574], [3.064586, -0.688107, -3.490231], [3.487429, -1.566478, -4.529859], [2.506925, -1.926061, -5.367643], [1.355721, -1.572477, -5.297189], [3.023555, -2.740546, -6.288916], [2.080470, -3.206127, -7.257261], [3.933423, -0.462271, -2.872246], [2.683661, 0.245531, -3.906951], [2.313592, -1.167019, -2.870854], [1.660638, -2.370744, -7.818556], [1.289564, -3.783873, -6.777412], [2.613109, -3.855882, -7.949213], [-5.202939, -1.000897, -7.705521], [-4.624740, -0.916705, -6.402477], [-3.287335, -0.869563, -6.397210], [-2.574428, -0.892115, -7.366500], [-2.879991, -0.792878, -5.123152], [-1.461076, -0.735331, -4.964786], [-6.284409, -1.032884, -7.584301], [-4.945833, -0.122341, -8.298326], [-4.882999, -1.912972, -8.210586], [-1.055785, 0.154201, -5.448163], [-0.991792, -1.633890, -5.359696], [-1.249017, -0.675723, -3.897406], [-4.057378, 8.267987, 4.442767], [-2.851840, 8.273780, 3.676233], [-2.684474, 7.194664, 2.907561], [-3.442135, 6.261737, 2.819782], [-1.525508, 7.329048, 2.248976], [-1.216609, 6.240476, 1.382247], [-4.082530, 9.188450, 5.023284], [-4.929504, 8.246263, 3.788455], [-4.071694, 7.422504, 5.131551], [-1.976115, 6.138226, 0.606050], [-1.118067, 5.312614, 1.948692], [-0.261874, 6.459582, 0.906163]], "forces_ev_per_angstrom": [[0.03, -0.78, -0.12], [-0.32, 0.51, -0.79], [0.78, -0.03, 0.11], [0.28, 1.46, 0.25], [0.44, -1.07, 0.46], [0.64, 0.65, 0.11], [-0.28, -0.48, -0.18], [-0.44, -0.76, 1.56], [1.29, 1.26, -1.39], [0.97, 1.04, -0.46], [1.94, 0.58, 0.27], [0.41, -1.58, -0.07], [-0.97, 0.05, -0.93], [-0.24, 1.92, 0.82], [-4.76, -0.08, -1.13], [1.86, -2.61, 3.61], [0.02, -2.07, 0.89], [1.82, 1.39, -0.20], [-0.23, -0.35, -0.07], [-1.86, -1.77, -0.70], [-0.33, -0.13, -1.97], [0.06, 0.51, 0.22], [-0.20, 1.53, 2.58], [-0.69, 0.52, -2.19], [-0.80, 2.17, 0.74], [1.00, -1.10, 0.08], [-0.22, -0.38, -0.89], [-0.73, 0.15, 0.67], [0.38, -0.48, 0.95], [-0.08, -0.16, 0.65], [0.72, 0.66, -0.70], [-0.64, -0.65, -0.63], [-0.45, -0.13, 1.18], [0.22, 0.74, -0.89], [-0.51, -0.97, -0.07], [0.09, 0.54, -1.06], [0.19, 1.01, -0.83], [0.57, 0.68, 0.67], [0.55, -0.03, -0.18], [-0.07, -0.29, 0.45], [-0.15, 0.09, -0.44], [-0.92, -0.63, 0.20], [0.82, -0.19, -0.26], [0.09, -0.88, 0.53], [-0.48, 0.44, -0.21], [-0.23, -0.04, 0.11], [0.03, 0.08, -0.02], [0.30, -0.18, -0.14], [0.01, 0.26, -0.02], [-0.29, 0.22, 0.12], [0.25, -0.42, -0.07], [0.26, 0.00, -0.16], [0.04, -0.08, 0.11], [-0.08, -0.13, -0.14], [-0.05, 0.03, 0.17], [-0.16, 0.00, -0.08], [-0.10, 0.27, 0.01], [0.10, 0.09, -0.05], [-0.05, -0.02, -0.10], [0.25, -0.17, -0.21], [0.24, -0.04, 0.11], [-0.05, 0.21, 0.29], [-0.23, -0.18, -0.38], [0.11, -0.17, -0.21], [-0.13, -0.11, 0.05], [-0.02, -0.09, -0.39], [-0.07, -0.04, 0.16], [-0.01, 0.17, 0.00], [0.18, 0.10, 0.20], [-0.25, -0.02, -0.34], [0.23, 0.01, 0.13], [-0.13, 0.00, 0.04], [-0.09, 0.00, 0.18], [-0.18, 0.05, -0.02], [0.25, -0.05, -0.02], [0.12, 0.02, 0.25], [0.12, -0.13, 0.00], [0.11, 0.14, -0.01], [0.02, -0.17, -0.11], [-0.02, 0.19, -0.10], [-0.26, -0.02, -0.01], [-0.35, 0.10, 0.26], [0.13, -0.21, -0.19], [0.03, 0.26, 0.09], [0.15, 0.03, 0.00], [-0.10, -0.01, 0.11], [0.14, -0.19, -0.24], [0.23, -0.01, -0.16], [0.08, -0.15, 0.04], [-0.05, -0.03, -0.16], [-0.03, -0.10, 0.15], [-0.18, 0.02, -0.05], [-0.07, 0.22, 0.16]]}